{
  "formula": "C2H3NO3",
  "method": "ωB97M-V with the def2-TZVPD basis set",
  "species": ["O", "O", "O", "N", "C", "C", "H", "H", "H"],
  "coordinates": [[-2.8589, 0.6462, -0.0445], [-1.9166, -1.2864, 0.0098], [-0.5299, 0.6918, 0.1047], [-2.0550, -0.1388, 0.0473], [0.5265, -0.0829, 0.0835], [1.8093, 0.3228, -0.0719], [0.1452, -1.2021, 0.1526], [2.1862, 1.3047, -0.1677], [2.6931, -0.2553, -0.1140]],
  "spin_multiplicity": 1,
  "e_homo_ev": -8.89,
  "lumo_ev": -0.45,
  "gap_ev": 8.4
}


{
  "formula": "C2H3NO3",
  "method": "ωB97M-V with the def2-TZVPD basis set",
  "species": ["O", "O", "O", "N", "C", "C", "H", "H", "H"],
  "coordinates": [[2.1867, -0.6150, -0.0171], [1.5728, 1.5535, -0.0335], [-2.3140, 0.0195, -0.0407], [-1.1226, 0.6097, 0.0639], [1.2741, 0.3975, -0.0080], [-0.1449, -0.1379, -0.0880], [-0.1640, -1.2250, -0.0677], [1.6696, -1.4023, 0.1867], [-2.9578, 0.8001, 0.0045]],
  "spin_multiplicity": 1,
  "smiles": "O=C(O)/C=N/O",
  "e_homo_ev": -10.71,
  "lumo_ev": 0.27,
  "gap_ev": 11.0
}


{
  "formula": "C2H3NO3S",
  "method": "ωB97M-V with the def2-TZVPD basis set",
  "species": ["S", "O", "O", "O", "N", "C", "C", "H", "H", "H"],
  "coordinates": [[-0.4219, -1.9224, -0.2069], [-1.7289, -1.2282, -0.1722], [0.5694, -1.1334, -1.0840], [-0.8345, 1.4971, -0.6529], [0.7225, 0.5450, 0.8379], [-0.1114, 1.4088, 0.4238], [1.0057, -0.8320, 0.4012], [0.0396, 2.3643, 0.9252], [-1.1528, 0.6281, -0.9493], [1.9123, -1.3272, 0.4773]],
  "spin_multiplicity": 1,
  "e_homo_ev": -9.60,
  "lumo_ev": 0.29,
  "gap_ev": 9.9
}


{
  "formula": "C2H3NO3S",
  "method": "ωB97M-V with the def2-TZVPD basis set",
  "species": ["S", "O", "O", "O", "N", "C", "C", "H", "H", "H"],
  "coordinates": [[1.9262, 0.5837, -0.3571], [1.5892, -0.8451, -0.7742], [1.9001, 0.6825, 1.0492], [-1.0596, -1.4176, 0.9733], [-0.8830, 0.4663, -0.3743], [0.0755, 0.8677, -0.9766], [-1.3360, -0.1510, 0.6683], [-0.1802, -1.6728, 0.5022], [-2.0422, 0.3011, 1.3024], [0.0099, 1.1852, -2.0131]],
  "spin_multiplicity": 3,
  "e_homo_ev": [-6.55, -10.84],
  "lumo_ev": [0.40, -2.74],
  "gap_ev": [6.9, 8.1]
}


{
  "formula": "C2H3NOS",
  "method": "ωB97M-V with the def2-TZVPD basis set",
  "species": ["S", "O", "N", "C", "C", "H", "H", "H"],
  "coordinates": [[0.3491, 2.0440, -1.4929], [0.7698, 0.4820, -1.4217], [-0.0684, -0.9456, 0.3560], [-0.6751, -0.1460, 1.2190], [0.6418, -0.5840, -0.6832], [-1.2246, -0.3289, 2.1318], [1.0328, -1.4752, -1.1024], [-0.8255, 0.9537, 0.9934]],
  "spin_multiplicity": 1,
  "e_homo_ev": [-8.33, -8.34],
  "lumo_ev": [-1.84, -1.84],
  "gap_ev": [6.5, 6.5]
}


{
  "formula": "C2H3NOS",
  "method": "ωB97M-V with the def2-TZVPD basis set",
  "species": ["S", "O", "N", "C", "C", "H", "H", "H"],
  "coordinates": [[-0.2386, -1.3930, -0.0178], [-1.7791, 0.8050, -0.1354], [1.3114, -0.6278, -0.2456], [-1.6829, -0.3917, -0.0833], [1.5506, 0.5635, 0.0449], [0.7705, 1.2921, 0.3844], [-2.4947, -1.1529, 0.1736], [2.5627, 0.9049, -0.1208]],
  "spin_multiplicity": 1,
  "smiles": "C=NSC=O",
  "e_homo_ev": -9.60,
  "lumo_ev": 0.37,
  "gap_ev": 10.0
}


Here are the calculated ΔE to the lowest compared entry with this formula, charge and spin numbers, same order: 159.6, 68.7, 60.9, 15.2, 94.2, 34.3 (kcal/mol).